# 1
One molecule with the formula C5H5NO3 at a distorted geometry, computed with ωB97M-V/def2-TZVPD.

Each line ends with the Löwdin charge.
CARTESIAN COORDINATES (ANGSTROEM)
O1 -1.742 1.313 2.357  0.119
C1 -0.911 0.930 1.570  -0.477
N1 -1.092 0.263 0.385  0.181
C2 -0.005 -0.053 -0.331  -0.177
C3 -0.364 -0.978 -1.583  -0.229
O2 -1.698 -1.094 -1.884  -0.075
C4 1.325 0.144 0.058  -0.016
C5 1.488 0.709 1.273  -0.033
O3 0.431 1.099 2.058  0.073
H1 0.136 -1.941 -1.422  0.120
H2 0.115 -0.510 -2.543  0.152
H3 -2.241 -0.712 -1.112  0.122
H4 2.103 -0.095 -0.576  0.097
H5 2.455 0.925 1.749  0.144

Computed properties:
E_LUMO = -0.64 eV
Energy above the lowest of the compared OMol25 structures with the same formula, charge and spin = 9.5 kcal per mole
Total charge = 0

=====

# 2
One molecule with the formula C5H5NO4 at a distorted geometry, computed with ωB97M-V/def2-TZVPD.

Each line ends with the Löwdin charge.
CARTESIAN COORDINATES (ANGSTROEM)
O1 -1.601 -2.061 -0.631  0.146
C1 -0.699 -1.415 -0.148  -0.396
O2 0.513 -1.862 0.248  0.033
C2 1.374 -0.801 0.719  -0.078
C3 0.696 0.590 0.449  -0.138
C4 0.601 0.651 -1.010  0.038
C5 -0.643 0.110 -0.042  -0.122
N1 -1.780 1.014 0.131  -0.383
O3 -2.812 0.573 0.502  0.148
O4 -1.548 2.148 -0.102  0.102
H1 2.408 -1.006 0.373  0.147
H2 1.339 -1.084 1.734  0.111
H3 0.687 1.541 0.977  0.161
H4 0.394 1.613 -1.518  0.125
H5 1.070 -0.011 -1.680  0.106

Computed properties:
E_LUMO = 0.26 eV
Energy above the lowest of the compared OMol25 structures with the same formula, charge and spin = 78.2 kcal per mole
Total charge = 0

=====

# 3
One molecule with the formula C5H5NOS at a distorted geometry, computed with ωB97M-V/def2-TZVPD.

Each line ends with the Löwdin charge.
CARTESIAN COORDINATES (ANGSTROEM)
O1 1.574 2.502 2.082  -0.043
N1 0.751 1.991 1.028  0.045
C1 0.754 0.734 1.084  -0.210
C2 -0.035 0.022 0.181  -0.462
C3 0.213 -1.275 -0.396  -0.094
C4 -0.690 -1.718 -1.404  -0.211
C5 -1.719 -0.942 -1.560  -0.367
S1 -1.583 0.529 -0.537  0.995
H1 1.724 3.393 1.922  0.044
H2 1.154 0.203 1.847  0.106
H3 0.998 -1.766 -0.065  0.050
H4 -0.617 -2.624 -2.048  0.127
H5 -2.524 -1.048 -2.134  0.019

Computed properties:
E_LUMO = 0.35 eV
Energy above the lowest of the compared OMol25 structures with the same formula, charge and spin = 76.1 kcal per mole
Total charge = 0

=====

# 4
One molecule with the formula C5H5NOS at a distorted geometry, computed with ωB97M-V/def2-TZVPD.

Each line ends with the Löwdin charge.
CARTESIAN COORDINATES (ANGSTROEM)
C1 -0.833 0.766 -1.654  -0.405
C2 -0.614 -0.536 -1.645  -0.086
C3 -0.094 -0.874 -0.327  -0.285
N1 0.902 -1.573 0.098  0.090
O1 1.179 -1.210 1.382  -0.157
C4 0.935 0.198 1.531  -0.147
C5 -0.392 0.268 0.668  -0.568
S1 -0.721 1.697 -0.197  0.981
H1 -1.219 1.476 -2.442  0.091
H2 -0.518 -1.127 -2.496  0.094
H3 0.730 0.436 2.602  0.135
H4 1.823 0.627 1.107  0.112
H5 -1.178 -0.148 1.371  0.145

Computed properties:
E_LUMO = 0.64 eV
Energy above the lowest of the compared OMol25 structures with the same formula, charge and spin = 79.1 kcal per mole
Total charge = 0

=====

# 5
An isolated ion of composition C5H5O2S and charge -1 at a distorted geometry, computed with ωB97M-V/def2-TZVPD.

Each line ends with the Löwdin charge.
CARTESIAN COORDINATES (ANGSTROEM)
C1 -1.107 0.345 1.264  -0.069
C2 0.188 1.022 0.954  -0.438
C3 -1.635 -0.676 0.646  -0.247
C4 0.966 0.482 -0.233  -0.297
C5 0.094 -0.103 -1.368  -0.621
O1 0.583 1.820 1.803  -0.017
O2 -2.262 -1.512 0.124  0.101
S1 0.840 -1.625 -1.960  0.525
H1 -1.473 0.961 2.121  0.118
H2 1.640 1.255 -0.465  0.075
H3 1.592 -0.182 0.266  0.072
H4 -0.108 0.617 -2.228  0.016
H5 0.681 -2.404 -0.924  -0.217

Computed properties:
E_LUMO (alpha / beta) = 3.66 / 3.66 eV
Energy above the lowest of the compared OMol25 structures with the same formula, charge and spin = 59.9 kcal per mole
Total charge = -1

=====

# 6
One molecule with the formula C5H5P at a distorted geometry, computed with ωB97M-V/def2-TZVPD.

Each line ends with the Löwdin charge.
CARTESIAN COORDINATES (ANGSTROEM)
C1 -0.685 0.289 -1.661  0.019
C2 0.260 -0.533 -1.378  -0.153
C3 -0.618 -0.412 -0.132  -0.235
C4 -0.238 0.654 1.085  -0.416
C5 1.161 0.168 1.452  -0.532
P1 1.478 1.330 0.452  0.942
H1 -1.307 0.636 -2.425  0.064
H2 1.081 -1.154 -1.464  0.073
H3 -1.234 -1.251 0.224  0.096
H4 -0.931 1.044 1.864  0.083
H5 1.033 -0.769 1.984  0.062

Computed properties:
E_LUMO = 0.61 eV
Energy above the lowest of the compared OMol25 structures with the same formula, charge and spin = 105.0 kcal per mole
Total charge = 0

=====

# 7
One molecule with the formula C5H5P5 at a distorted geometry, computed with ωB97M-V/def2-TZVPD.

Each line ends with the Löwdin charge.
CARTESIAN COORDINATES (ANGSTROEM)
C1 0.895 1.699 0.365  -0.139
C2 1.363 0.455 0.270  -0.265
C3 0.670 -0.833 0.178  -0.846
P1 0.973 -1.581 -1.536  0.491
P2 0.351 -3.545 -1.065  0.040
P3 -1.085 -3.704 0.419  0.024
P4 -2.190 -1.916 0.442  0.175
P5 -0.971 -0.478 -0.506  0.502
C4 -1.391 1.282 -0.223  -0.290
C5 -0.472 2.171 0.132  -0.164
H1 1.686 2.538 0.437  0.129
H2 2.521 0.454 0.403  0.133
H3 0.794 -1.424 1.046  0.039
H4 -2.363 1.707 -0.557  0.082
H5 -0.781 3.175 0.196  0.090

Computed properties:
E_LUMO = -1.16 eV
Energy above the lowest of the compared OMol25 structures with the same formula, charge and spin = 15.8 kcal per mole
Total charge = 0

=====

# 8
A 2-piece molecular cluster, C5H6Br2 overall at a distorted geometry, computed with ωB97M-V/def2-TZVPD.

Each line ends with the Löwdin charge.
CARTESIAN COORDINATES (ANGSTROEM)
C1 0.455 1.344 -0.202  -0.213
C2 -0.355 0.655 -1.105  -0.152
C3 -0.339 0.854 1.011  -0.245
C4 -1.137 0.032 -0.030  -0.787
C5 0.936 -1.886 -0.173  -0.500
Br1 -2.875 -0.517 0.143  0.748
Br2 2.328 -0.695 0.055  0.771
H1 1.219 2.025 -0.399  0.065
H2 -0.257 0.544 -2.129  0.080
H3 0.054 0.232 1.859  0.099
H4 -0.995 1.765 1.461  0.149
H5 0.501 -1.977 -1.147  -0.011
H6 0.463 -2.378 0.655  -0.004

Computed properties:
E_LUMO (alpha / beta) = 0.07 / -0.02 eV
Energy above the lowest of the compared OMol25 structures with the same formula, charge and spin = 106.3 kcal per mole
Total charge = 0

=====

# 9
C5H6Br2N2O2S as an isolated structure at a distorted geometry, computed with ωB97M-V/def2-TZVPD.

Each line ends with the Löwdin charge.
CARTESIAN COORDINATES (ANGSTROEM)
C1 0.156 0.343 0.297  -0.535
C2 1.451 0.004 -0.399  -0.383
C3 2.682 0.609 0.100  -1.178
C4 -2.749 -0.620 0.063  -0.072
C5 -2.197 0.752 -0.253  -0.214
N1 1.424 -1.575 -0.228  0.015
N2 2.361 -2.051 0.329  -0.516
O1 0.055 0.287 1.488  0.084
O2 -0.829 0.540 -0.584  -0.034
S1 3.701 -1.400 0.799  0.837
Br1 3.778 1.467 -1.335  0.587
Br2 2.641 1.776 1.614  0.709
H1 1.227 0.013 -1.516  0.157
H2 -3.908 -0.630 -0.116  0.102
H3 -2.293 -1.395 -0.704  0.130
H4 -2.735 -0.873 1.115  0.064
H5 -2.166 1.499 0.497  0.110
H6 -2.598 1.253 -1.167  0.136

Computed properties:
E_LUMO = -0.95 eV
Energy above the lowest of the compared OMol25 structures with the same formula, charge and spin = 0.0 kcal per mole
Total charge = 0

=====

# 10
C5H6BrF3O3 as an isolated structure at a distorted geometry, computed with ωB97M-V/def2-TZVPD.

Each line ends with the Löwdin charge.
CARTESIAN COORDINATES (ANGSTROEM)
C1 -0.682 -0.019 -0.369  -0.520
C2 -1.301 -0.430 -2.639  -0.032
C3 -0.546 0.680 2.625  -0.053
C4 0.475 0.567 0.490  -0.599
C5 2.022 -0.680 0.003  -0.525
O1 -1.633 -0.496 0.109  0.168
O2 -0.357 0.086 -1.681  -0.100
O3 0.547 0.343 1.811  -0.160
F1 1.898 -1.741 0.730  0.191
F2 3.131 -0.005 0.389  0.090
F3 2.062 -0.985 -1.296  0.142
Br1 1.195 2.285 -0.118  0.796
H1 -2.334 -0.032 -2.497  0.106
H2 -1.222 -1.607 -2.672  0.139
H3 -0.901 -0.078 -3.573  0.078
H4 -0.323 0.416 3.634  0.086
H5 -1.394 -0.012 2.341  0.120
H6 -0.637 1.709 2.714  0.073

Computed properties:
E_LUMO = 0.51 eV
Energy above the lowest of the compared OMol25 structures with the same formula, charge and spin = 0.0 kcal per mole
Total charge = 0

=====

> Among the records above, which one has the lowest total charge?

C5H5O2S

=====

> What is the energy above the lowest of the compared OMol25 structures with the same formula, charge and spin in the sixth record?

105.0 kcal per mole

=====

> What is the formula in the eighth record?

C5H6Br2